[1]
Below is an isolated molecule of C23H24BrN3O3, with properties calculated with the ωB97M-V functional and the def2-TZVPD basis.

Structure (XYZ):
```
54
Properties=species:S:1:pos:R:3:mulliken_charge:R:1
C 2.76722 -1.10647 5.20136 -1.03
O 1.95997 -1.57035 4.14616 -0.33
C 1.64989 -0.72203 3.13000 0.84
C 2.01640 0.61884 3.07920 -0.71
C 1.64711 1.40142 2.00339 -1.20
C 0.90764 0.87922 0.94218 1.07
C 0.55550 1.74141 -0.16641 -0.30
C -0.08497 1.40715 -1.29222 -0.61
C -0.35437 2.43007 -2.32370 0.50
O -0.03470 3.60017 -2.20972 -0.73
N -0.96681 1.94453 -3.43379 -0.05
C -1.39829 2.80278 -4.52081 -1.30
C -2.87752 3.00707 -4.50028 0.67
C -3.57575 4.00185 -3.84684 -0.72
N -4.88469 3.77256 -4.06008 0.70
C -5.99931 4.54872 -3.60082 -0.85
N -5.07708 2.68939 -4.80886 -0.96
C -3.87892 2.20220 -5.08647 0.39
C -3.70668 0.97767 -5.91374 -1.15
C 0.54610 -0.46959 1.00616 -0.52
C 0.89620 -1.26671 2.07572 0.67
C 0.53064 -2.73165 2.09770 -0.89
O 1.64446 -3.52179 1.70322 -0.46
C 2.50208 -4.02007 2.63081 0.59
C 3.82894 -4.16174 2.21842 -0.51
C 4.77893 -4.70080 3.06056 -0.42
C 4.40338 -5.10301 4.33086 0.02
Br 5.71185 -5.82139 5.51729 -0.20
C 3.09154 -4.98979 4.75342 -0.56
C 2.14132 -4.45544 3.90421 -0.23
H 3.73868 -0.75806 4.83858 0.40
H 2.91604 -1.96576 5.85350 0.25
H 2.27548 -0.30545 5.76198 0.36
H 2.59148 1.06066 3.87739 0.42
H 1.94255 2.44004 1.98170 0.37
H 0.85385 2.77919 -0.07330 0.39
H -0.42018 0.40068 -1.49556 0.16
H -1.29826 0.99341 -3.44328 0.23
H -1.08706 2.35583 -5.47059 0.39
H -0.88449 3.75606 -4.37728 0.41
H -3.22503 4.82922 -3.26400 0.52
H -6.00664 5.53365 -4.07309 0.30
H -5.95761 4.67506 -2.51779 0.31
H -6.90764 4.01454 -3.87136 0.30
H -3.01982 1.16736 -6.73745 0.32
H -4.67061 0.67689 -6.31332 0.36
H -3.30449 0.15975 -5.31598 0.24
H -0.02544 -0.91016 0.20414 0.29
H 0.16594 -3.01056 3.08896 0.21
H -0.24771 -2.93359 1.35676 0.47
H 4.09566 -3.83701 1.22508 0.43
H 5.80389 -4.79953 2.73752 0.42
H 2.80910 -5.32239 5.74092 0.44
H 1.12224 -4.38405 4.24959 0.33
```

## Properties
SMILES string: COc1ccc(/C=C/C(=O)NCc2cn(C)nc2C)cc1COc1ccc(Br)cc1
Energy above the lowest of the compared OMol25 structures with the same formula, charge and spin, kJ/mol: 14.8
HOMO energy, eV: -8.221
2S+1: 1
Gap between HOMO and LUMO, eV: 8.5
Total energy, eV: -104895.1547
Net charge: 0

[2]
Below is a cluster of 2 separate species, C23H24Cl2N3O7 in total at a distorted geometry, with properties calculated with the ωB97M-V functional and the def2-TZVPD basis.

Structure (XYZ):
```
59
Properties=species:S:1:pos:R:3:mulliken_charge:R:1
O 1.52570 0.99411 -0.64100 -0.66
O 3.83486 -9.44819 1.57990 -0.70
O 1.70626 -3.35158 0.03341 -1.07
O 0.43860 -7.24687 2.27473 -0.71
O 3.73383 -3.27216 0.90698 -0.72
Cl -2.33997 5.42499 3.80391 -0.24
Cl -0.99721 7.43975 -1.19901 -0.18
O 2.19943 -1.58363 -1.76295 -0.42
O -1.75409 4.67011 -0.31324 -0.22
C 0.91590 0.56385 -1.61108 0.45
C 3.16583 -8.49694 1.19869 0.64
C 2.77202 -3.89017 0.41673 0.56
C 0.94645 -6.20389 1.86166 0.37
C -0.13041 1.36069 -2.23721 -0.44
C -0.58988 2.55830 -1.72079 -0.41
C 0.04531 8.39500 2.54814 -0.54
C -3.84435 4.80334 -3.40213 -0.87
C -3.26572 3.77024 -4.12933 -0.68
C -0.66124 7.48221 3.33053 -0.46
C -0.07255 8.34352 1.16000 -0.45
C -3.35475 5.11801 -2.13539 -0.33
C -2.20073 3.05193 -3.58838 -0.66
C -1.47751 6.51357 2.73827 0.24
C -0.88768 7.38800 0.54718 0.49
C -2.29212 4.39072 -1.55460 0.74
C -1.70512 3.34045 -2.30045 1.04
C -1.59338 6.44606 1.33221 0.11
N 1.16271 -0.68449 -2.15930 -0.13
N 0.19042 -5.13192 1.59385 0.04
N 3.24082 -7.33769 1.85240 -0.09
C 2.31254 -8.65034 -0.04581 -0.90
C -2.48845 5.40962 0.68025 -0.66
C -1.25879 -5.07727 1.74463 -1.01
C 2.88140 -5.41294 0.33002 -0.70
C 2.47987 -6.08294 1.65919 -0.15
H 1.97264 -2.14829 -0.95922 0.56
H -0.58209 0.92982 -3.11895 0.09
H -0.11926 2.91683 -0.80640 0.48
H 0.68379 9.13853 3.01711 0.35
H -4.66411 5.37433 -3.82849 0.36
H -3.63639 3.52928 -5.12109 0.38
H -0.57600 7.51404 4.41249 0.39
H 0.47257 9.04900 0.54043 0.40
H -3.81421 5.96471 -1.64503 0.28
H -1.76463 2.27111 -4.20060 0.26
H 0.62280 -0.92786 -2.98360 0.18
H 0.65050 -4.32062 1.18013 0.25
H 3.87241 -7.35844 2.63409 0.24
H 2.71984 -8.02777 -0.83781 0.23
H 2.33651 -9.69202 -0.35802 0.31
H 1.28592 -8.36574 0.16676 0.28
H -2.85219 4.68272 1.40951 0.40
H -3.36941 5.92484 0.30271 0.23
H -1.72010 -5.81950 1.09209 0.29
H -1.61465 -4.08270 1.47398 0.35
H -1.52754 -5.29343 2.77926 0.30
H 2.24940 -5.78159 -0.47953 0.23
H 3.91704 -5.66591 0.09410 0.44
H 2.81921 -5.40478 2.44401 0.42
```

## Properties
HOMO energy, eV: -5.650
2S+1: 1
Gap between HOMO and LUMO, eV: 7.6
Total energy, eV: -68089.5667
Net charge: -1

[3]
Below is a structure of composition C23H24ClCoFN7O3S2 at a distorted geometry, with properties calculated with the ωB97M-V functional and the def2-TZVPD basis.

Structure (XYZ):
```
62
Properties=species:S:1:pos:R:3:mulliken_charge:R:1
Co -0.04915 -0.09653 0.08630 0.24
F 6.30107 -2.51991 -0.30484 -0.34
C 5.91416 -1.24915 -0.08088 -0.02
C 4.58377 -0.96841 -0.14880 -0.64
C 4.11461 0.34009 0.01765 0.98
C 2.69985 0.65586 -0.05642 1.68
O 1.85572 -0.29407 -0.16054 -1.39
C 2.36912 2.01514 -0.03923 -0.15
C 3.34942 2.95651 0.16956 -0.45
N 4.63615 2.66729 0.35962 0.23
C 5.59277 3.74252 0.57051 -0.32
C 6.22294 3.89738 1.92477 -0.41
C 5.20360 4.88747 1.44747 -1.00
C 5.06211 1.34749 0.24354 -0.34
C 6.42294 1.03461 0.34597 -0.72
C 6.88832 -0.25864 0.17915 -1.10
N 8.26609 -0.53011 0.29012 0.21
C 8.77892 -1.89870 0.38176 -0.71
C 10.27766 -1.84244 0.68894 -0.79
N 10.55640 -0.59459 1.47610 -0.14
C 10.37470 0.62804 0.60556 -0.75
C 9.21977 0.35709 -0.36071 -0.66
C 1.00453 2.53587 -0.31830 0.36
O 0.80274 3.72289 -0.45100 -0.67
O 0.06025 1.64368 -0.46348 -0.81
H 3.90354 -1.77101 -0.40276 0.71
H 3.06960 4.00143 0.17466 0.79
H 6.18886 3.95261 -0.30878 0.46
H 7.26087 4.19691 1.97020 0.32
H 5.90495 3.20672 2.69470 0.24
H 5.53342 5.86791 1.13742 0.26
H 4.23479 4.86815 1.92645 0.37
H 7.11465 1.82809 0.58323 0.85
H 8.64769 -2.48248 -0.53145 0.41
H 8.25954 -2.41691 1.18626 0.52
H 10.89567 -1.77717 -0.20414 0.36
H 10.59662 -2.70415 1.27005 0.40
H 11.49677 -0.61079 1.87056 0.35
H 9.90169 -0.54555 2.25809 0.38
H 11.31530 0.79995 0.08569 0.38
H 10.17601 1.46350 1.27327 0.44
H 9.58576 -0.08096 -1.29579 0.31
H 8.75787 1.30320 -0.62384 0.46
N -2.53884 2.28787 -0.21980 -0.28
C -2.82065 0.99242 -0.20057 0.69
N -1.93726 -0.00517 -0.11391 0.18
C -2.59107 -1.24230 -0.05887 -0.21
C -3.92666 -1.20050 -0.15444 -0.18
S -4.45483 0.44073 -0.28480 -0.17
C -1.68466 -2.36914 0.12840 -0.18
C -1.92756 -3.67902 0.28732 -0.10
S -0.44986 -4.51355 0.62072 -0.18
C 0.41705 -3.03120 0.52880 0.59
N -0.33984 -1.99390 0.20804 0.29
N 1.72711 -2.95266 0.78246 -0.27
H -1.56800 2.57016 -0.27668 0.19
H -3.27331 2.96527 -0.31806 0.20
H -4.63089 -2.01432 -0.13978 0.45
H -2.86818 -4.20158 0.26326 0.46
H 2.22684 -3.74645 1.13675 0.19
H 2.12915 -2.02771 0.80723 0.26
Cl 0.12112 0.16761 2.17652 -0.20
```

## Properties
Energy above the lowest of the compared OMol25 structures with the same formula, charge and spin, kJ/mol: 6.6
HOMO energy, eV: -12.256
2S+1: 1
Gap between HOMO and LUMO, eV: 6.5
Total energy, eV: -115339.9848
Net charge: +2

[4]
Below is an isolated molecule of C23H24FN5O3S at a distorted geometry, with properties calculated with the ωB97M-V functional and the def2-TZVPD basis.

Structure (XYZ):
```
57
Properties=species:S:1:pos:R:3:mulliken_charge:R:1
C 3.27190 3.56214 -0.36332 -0.75
O 2.11997 3.12846 -1.05119 -0.48
C 1.26545 2.21981 -0.51060 0.69
C 0.15843 1.94276 -1.30590 -1.65
C -0.81594 1.04478 -0.92221 0.24
C -0.70673 0.38108 0.28933 -0.07
C -1.74104 -0.62257 0.75960 -0.43
C -3.13095 -0.16628 0.42360 -0.74
S -4.26369 -1.40611 -0.09944 -0.18
C -5.49520 -0.21871 -0.22401 0.79
N -6.76791 -0.12019 -0.55839 -0.70
C -7.01856 1.19041 -0.39043 -0.17
N -5.99807 1.91799 0.02331 -1.62
N -5.02096 1.01011 0.12967 0.81
C -3.70140 1.05870 0.50127 0.45
O -3.13864 2.21846 0.88311 -0.43
N -1.63383 -1.99244 0.26557 0.16
C -0.90711 -2.92434 1.09245 -1.25
C 0.62445 -2.76665 0.98306 -0.48
N 0.97588 -2.39218 -0.37080 0.30
C 1.99605 -1.52742 -0.66643 0.71
C 2.01394 -0.76454 -1.84363 -0.60
C 3.06414 0.07284 -2.15793 -1.05
C 4.14876 0.20311 -1.30883 -0.52
C 4.16275 -0.52452 -0.13230 -0.37
C 3.11619 -1.36941 0.16456 0.73
F 3.22328 -2.08569 1.32486 -0.44
C 0.03063 -2.86282 -1.34862 -1.34
C -1.34120 -2.19239 -1.14727 -0.44
C 0.38336 0.66838 1.10097 0.12
C 1.37470 1.56618 0.73125 0.71
O 2.45264 1.85314 1.52848 -0.50
C 2.58131 1.19972 2.76681 -0.91
H 3.01731 4.06823 0.57030 0.27
H 3.75354 4.26904 -1.03917 0.30
H 3.95045 2.73400 -0.15359 0.21
H 0.08517 2.46669 -2.24558 0.43
H -1.67055 0.89138 -1.56417 0.59
H -1.66748 -0.68804 1.85375 0.81
H -7.98103 1.61821 -0.57940 0.46
H -3.79890 2.92112 0.79343 0.34
H -1.20683 -3.92880 0.78008 0.45
H -1.21304 -2.80076 2.13308 0.50
H 0.95416 -1.98609 1.66809 0.18
H 1.11471 -3.70664 1.27445 0.55
H 1.17507 -0.81091 -2.51827 0.16
H 3.02576 0.64167 -3.07432 0.36
H 4.97264 0.85266 -1.55822 0.49
H 4.98833 -0.46284 0.56020 0.45
H 0.40285 -2.68662 -2.35595 0.52
H -0.06753 -3.94837 -1.22116 0.31
H -2.12135 -2.83124 -1.58075 0.53
H -1.36166 -1.23184 -1.65854 0.29
H 0.44733 0.18489 2.06333 0.30
H 2.67056 0.11615 2.64913 0.29
H 1.74557 1.42979 3.43588 0.33
H 3.50231 1.58652 3.20083 0.29
```

## Properties
SMILES string: COc1ccc([C@@H](c2sc3ncnn3c2O)N2CCN(c3ccccc3F)CC2)cc1OC
Energy above the lowest of the compared OMol25 structures with the same formula, charge and spin, kJ/mol: 298.9
HOMO energy, eV: -7.606
2S+1: 1
Gap between HOMO and LUMO, eV: 8.2
Total energy, eV: -51384.3670
Net charge: 0

Which formula does entry 3 have?
C23H24ClCoFN7O3S2

Which of these has the highest HOMO energy?
C23H24Cl2N3O7

Which of these has the lowest net charge?
C23H24Cl2N3O7